No. 1
# C24H60LiN3O16P

A structure of composition C24H60LiN3O16P at a distorted geometry (the ωB97M-V functional and the def2-TZVPD basis, the Open Molecules 2025 dataset).

```
105
Properties=species:S:1:pos:R:3:forces:R:3
C -63.9210 10.0030 -4.3163 -0.505 -0.931 -2.331
N -63.6235 10.8069 -3.0670 3.642 1.722 -1.187
C -62.5651 9.9869 -2.3411 -4.761 -0.314 3.357
C -62.9937 12.0454 -3.5668 -1.173 0.675 -3.023
C -64.7014 11.1115 -2.0779 -1.438 0.523 -5.313
C -65.7476 12.0754 -2.6579 -3.886 -4.863 -2.174
O -66.9494 11.8761 -1.8690 0.526 -1.614 -1.619
H -64.6906 10.3305 -5.1047 1.606 1.144 1.120
H -64.6080 9.2959 -4.0026 -0.878 -2.667 0.986
H -63.0061 9.4694 -4.8980 -1.918 1.722 1.981
H -63.2632 9.1474 -2.1262 1.169 -0.370 0.100
H -62.3287 10.3557 -1.2930 0.183 0.193 -1.782
H -61.8533 9.6731 -2.9893 2.495 -0.534 -1.602
H -62.0912 11.8220 -4.1591 -0.824 -0.358 -0.452
H -62.5499 12.6252 -2.8497 0.363 1.496 2.574
H -63.7857 12.6660 -4.1601 1.689 -1.224 0.993
H -64.4151 11.6568 -1.2882 2.120 1.024 3.216
H -65.0900 10.1755 -1.9620 -1.656 -2.263 1.229
H -66.0736 11.8726 -3.8262 1.356 0.687 2.698
H -65.5481 13.0073 -2.4026 1.606 4.531 0.096
H -67.2051 10.9393 -2.2523 -0.124 0.989 1.297
C -71.0344 9.9766 -0.8644 -7.538 1.385 -4.149
N -71.2756 8.7879 -1.5847 -0.280 -0.822 -3.489
C -70.7404 9.0536 -2.9633 4.311 -0.655 1.274
C -70.4946 7.7030 -1.0513 -0.499 -3.472 -1.694
C -72.7444 8.4253 -1.6645 -0.262 2.537 4.005
C -73.1468 7.1398 -2.2976 -0.648 -0.239 -3.705
O -74.5804 7.2849 -2.4797 0.200 -1.124 0.911
H -70.2229 10.4384 -0.9418 7.754 2.483 -0.219
H -71.4471 9.8115 -0.0163 -1.813 -0.380 6.398
H -71.6948 10.8137 -1.3509 0.560 -1.477 0.713
H -70.8116 8.1292 -3.4529 0.305 -1.025 -1.106
H -69.5638 9.4133 -2.9431 -2.666 -1.365 0.347
H -71.2155 9.8175 -3.4331 -2.063 2.205 -1.103
H -69.5415 8.1079 -1.0830 2.278 -0.152 0.307
H -70.5371 6.7300 -1.7463 0.264 2.409 1.376
H -70.8475 7.4310 -0.0910 -0.202 -0.053 1.132
H -73.2023 9.3745 -2.0835 0.193 -1.486 -0.036
H -73.1435 8.4602 -0.4956 1.021 -0.321 -2.908
H -72.7920 6.1467 -1.9294 -1.075 1.050 0.886
H -72.7738 6.9980 -3.3640 0.227 0.739 0.980
H -74.8246 8.0586 -3.0102 0.590 -0.278 0.176
C -72.5328 8.6649 -8.7345 1.503 2.718 0.734
N -71.7598 8.8364 -7.4590 -2.388 -0.098 -0.003
C -71.7109 10.3063 -7.1607 1.052 1.453 0.478
C -72.5896 7.9923 -6.5144 -0.600 -0.386 1.136
C -70.5006 8.1454 -7.5399 4.622 -1.993 -3.369
C -69.5436 8.0951 -6.3961 0.780 -1.018 1.580
O -68.2154 7.5799 -6.7522 -3.688 0.820 -0.349
H -72.4736 7.7104 -9.0197 0.250 -3.662 -1.190
H -72.1055 9.3185 -9.4260 1.148 0.687 -1.445
H -73.5190 8.9943 -8.6965 -1.777 0.415 0.915
H -72.6759 10.7216 -7.4350 -0.415 -0.207 0.838
H -71.0375 11.0641 -7.7391 -0.379 -2.433 0.494
H -71.4049 10.3643 -6.1008 -0.590 0.429 -0.516
H -73.6259 7.8113 -6.9297 1.054 0.819 1.225
H -72.3949 8.0824 -5.4064 -0.763 1.157 -1.164
H -72.0871 7.0713 -6.6035 0.136 -1.572 -0.471
H -69.7969 8.7442 -8.1875 -1.222 -0.765 -0.582
H -70.5667 7.0043 -7.9313 -0.368 2.892 0.458
H -69.9733 7.5321 -5.5715 0.145 -0.563 0.328
H -69.4850 9.0796 -5.9931 0.557 1.217 0.401
H -67.7984 7.6343 -5.8529 1.742 0.266 0.952
Li -66.7711 6.1548 -3.9716 0.336 -0.501 -0.483
P -67.1536 8.0631 -3.0234 3.276 0.721 -6.864
O -66.2064 7.1418 -2.4501 5.343 -1.963 5.099
O -66.6716 7.9192 -4.5904 1.637 2.889 -1.360
O -67.3213 9.4424 -2.5577 -1.098 2.993 1.472
O -68.2253 7.1738 -3.3553 -10.471 -3.894 1.230
C -68.0767 0.2579 -1.1996 -4.930 5.360 -0.539
O -67.9399 1.6001 -0.4909 -2.496 -3.574 1.079
C -67.4309 2.5179 -1.1557 2.277 5.668 -5.630
O -67.0452 2.4141 -2.3759 -1.055 0.839 4.460
O -67.4494 3.7842 -0.4089 -3.161 -8.117 0.650
C -67.0368 4.9591 -0.9190 0.890 1.421 5.089
H -68.1823 0.1079 -2.2257 -0.815 1.595 -2.046
H -68.7651 -0.3200 -0.7537 -2.539 -1.363 2.245
H -67.2359 -0.0631 -1.0785 9.521 -4.202 1.893
H -67.5662 5.3296 -1.6751 -2.585 1.700 -2.851
H -66.1339 4.6470 -1.2547 3.752 1.123 -1.102
H -67.1414 5.5766 0.1309 0.988 -0.544 -3.158
C -66.9737 8.8820 0.5397 -1.438 -4.531 -2.581
O -67.3642 7.9558 1.6360 -0.583 -0.669 -0.371
C -68.6465 8.0703 2.0324 1.794 -0.313 0.653
O -69.3097 9.0814 1.9364 -0.287 -1.087 -0.155
O -68.9861 6.8790 2.6440 -0.065 1.704 -0.117
C -70.2494 6.9493 3.3061 -1.150 -3.442 1.240
H -66.0943 8.3997 -0.1731 -2.845 0.772 1.815
H -66.6117 9.6677 1.0292 1.287 3.725 1.504
H -68.0068 9.0324 0.0804 2.228 0.503 -0.296
H -70.8752 7.5356 2.7292 -1.155 2.087 -0.606
H -70.2349 7.2793 4.4590 0.169 -1.030 -2.790
H -70.8395 5.8933 3.0331 1.997 2.203 1.619
C -69.8132 4.5711 -4.7685 2.545 1.208 -1.593
O -69.0308 3.9929 -5.8525 1.461 -0.542 -1.169
C -67.6646 3.9455 -5.9295 1.354 2.357 2.155
O -66.8790 4.5102 -5.1076 -2.712 -2.115 -2.605
O -67.2737 3.3123 -7.0657 0.819 -0.377 1.439
C -65.8433 2.8555 -7.1388 -1.759 -3.531 2.673
H -69.5219 4.1010 -3.8995 -0.233 -1.629 2.022
H -70.7962 4.5568 -5.1311 -1.432 -0.679 -0.052
H -69.5467 5.5898 -4.5547 0.494 0.846 -0.320
H -65.2687 2.9262 -6.2117 -0.521 0.833 -0.100
H -65.3862 3.2261 -7.9470 1.437 2.421 -2.752
H -65.7302 1.7280 -7.3718 -1.323 1.431 0.496
```
Positions in Å, forces in eV/Å.

Summary:
Multiplicity: 1
Energy relative to the best compared isomer or geometry (same formula, charge and spin), kcal per mole: 51.5
Total charge: +1
HOMO level, eV: -7.5

---

No. 2
# C16H15NO5S

An isolated molecule of C16H15NO5S at a distorted geometry (the ωB97M-V functional and the def2-TZVPD basis, the Open Molecules 2025 dataset).

```
38
Properties=species:S:1:pos:R:3:forces:R:3
C 4.8034 1.4652 -0.1600 -2.894 3.223 -4.941
C 3.9173 0.9141 0.7372 -4.354 0.846 3.471
O 3.7329 1.4845 1.8049 -0.577 -1.804 -0.308
C 3.0296 -0.3264 0.2335 0.099 -1.247 -0.062
C 1.5199 -0.2297 0.3621 -0.204 4.468 5.767
C 0.5149 -1.3005 0.4750 -0.022 2.565 1.984
C 0.5834 -2.2626 -0.4458 5.417 1.504 -4.792
C -0.2778 -3.1324 -0.8582 -4.513 -4.029 0.769
C -1.3517 -3.2375 0.0745 4.072 3.793 0.939
C -1.3665 -2.3976 1.1976 0.518 2.747 -1.330
C -0.5372 -1.1339 1.3502 -0.248 -11.250 -7.141
S 0.9375 1.0581 -0.7407 2.994 3.907 -5.140
O 1.3521 0.6115 -2.1603 -1.623 0.370 3.945
O 1.5145 2.4549 -0.4588 -1.806 -4.048 0.347
C -0.8616 1.1879 -0.6862 3.949 5.701 8.276
C -1.4390 2.0962 0.5622 8.859 -2.215 -5.707
C -2.6851 2.0998 0.7213 -1.708 -6.907 -5.733
C -3.5591 1.1990 0.0865 4.174 -3.303 -8.408
N -4.9963 1.0730 0.3084 5.817 -0.120 -3.795
O -5.2947 1.7833 1.1544 -4.287 3.153 5.418
O -5.5866 0.4718 -0.5172 -2.676 -1.691 -0.793
C -2.9898 0.5180 -1.3450 2.634 4.719 9.720
C -1.5455 0.3962 -1.3671 -5.928 -5.254 -6.536
H 4.2234 2.1486 -1.0016 0.883 -2.770 1.285
H 5.4233 2.2093 0.0542 2.578 2.914 2.583
H 5.3441 0.6858 -0.4161 2.865 -3.571 -3.044
H 3.1224 -0.5986 -0.8235 1.100 0.303 0.075
H 3.2776 -1.2310 0.8343 0.191 0.585 -0.312
H 1.3973 0.3370 1.4986 0.325 -0.991 -3.004
H 1.3978 -2.0763 -1.2084 -0.347 -0.368 1.096
H -0.1786 -3.8783 -1.6729 0.113 0.995 0.454
H -2.0028 -3.9677 0.1064 -3.336 -3.665 -0.328
H -2.1898 -2.6151 1.8068 -0.936 0.160 1.347
H -0.6683 -0.5277 2.0406 -1.040 5.723 6.178
H -0.6160 2.6768 0.9796 -0.699 0.147 0.236
H -3.1495 2.5743 1.3106 -5.610 7.082 8.759
H -3.6217 -0.1190 -1.7002 -3.607 -3.624 -2.853
H -1.1743 -0.4107 -2.1371 -0.171 1.951 1.581
```
Positions in Å, forces in eV/Å.

Summary:
Multiplicity: 1
Energy relative to the best compared isomer or geometry (same formula, charge and spin), kcal per mole: 355.2
SMILES string: CC(=O)C[C@H](c1ccccc1)S(=O)(=O)c1ccc([N+](=O)[O-])cc1
HOMO level, eV: -9.6

---

No. 3
# C6H12Br6

A cluster of 3 separate species, C6H12Br6 in total at a distorted geometry (the ωB97M-V functional and the def2-TZVPD basis, the Open Molecules 2025 dataset).

```
24
Properties=species:S:1:pos:R:3:forces:R:3
Br -1.7560 -8.5845 0.3474 -0.325 0.864 -0.753
C -2.9228 -7.2041 -0.5764 0.128 -0.355 0.258
C -2.3936 -5.7885 -0.3443 -0.896 -1.428 0.093
Br -3.8100 -4.6171 -1.2476 1.470 -0.670 0.920
H -3.8605 -7.4203 -0.0645 0.039 0.437 -0.268
H -3.0160 -7.4034 -1.6440 0.235 -0.437 0.234
H -1.3884 -5.7055 -0.7577 -0.381 0.579 -0.328
H -2.3406 -5.7090 0.7415 -0.268 1.012 -0.157
Br 3.9601 3.7639 -2.6766 -0.440 -0.902 0.052
C 3.4081 1.9109 -2.2847 -1.243 -1.089 0.686
C 2.0860 1.4678 -3.0330 2.021 1.121 -0.410
Br 1.5419 -0.3932 -2.7684 0.349 0.713 0.168
H 3.2478 1.8080 -1.2115 0.127 0.441 0.008
H 4.2275 1.2333 -2.5246 -0.038 0.295 -0.305
H 2.4363 1.5680 -4.0602 -0.855 -0.253 -0.264
H 1.2578 2.1481 -2.8341 0.070 -0.322 0.075
Br -1.0902 4.2430 1.2078 0.089 -0.246 0.271
C 0.0930 4.1903 2.7502 0.897 1.007 0.104
C -0.1808 5.3334 3.7944 -0.036 -0.483 -0.974
Br -0.3566 7.1344 2.8068 0.144 -1.553 1.210
H 1.1124 4.3103 2.3833 -0.152 0.471 -0.371
H 0.1460 3.1507 3.0734 -0.794 0.242 0.723
H 0.6432 5.4454 4.4991 0.219 0.097 -0.435
H -1.0445 5.1182 4.4236 -0.359 0.461 -0.538
```
Positions in Å, forces in eV/Å.

Summary:
Multiplicity: 1
Energy relative to the best compared isomer or geometry (same formula, charge and spin), kcal per mole: 31.8
SMILES string: BrCCBr.BrCCBr.BrCCBr
HOMO level, eV: -10.0

---

No. 4
# C6H11NO

A structure of composition C6H11NO at a distorted geometry (the ωB97M-V functional and the def2-TZVPD basis, the Open Molecules 2025 dataset).

```
19
Properties=species:S:1:pos:R:3:forces:R:3
C 1.5690 0.2717 0.5454 1.991 -1.190 -0.707
C 1.4980 -0.8368 -0.5344 0.424 1.634 1.532
C 0.4005 -1.5822 -0.5598 2.468 -1.001 -1.415
C -0.6647 -1.5119 0.3763 -3.583 -0.124 1.683
C -1.6425 -0.5819 0.3879 0.679 -0.334 2.313
C -1.7997 0.4550 -0.6110 -0.686 1.715 -3.341
H 1.0404 1.8585 -0.5597 -0.758 -0.092 -0.629
H 2.0955 2.2410 0.4520 1.091 1.950 2.147
H 0.5850 0.3460 0.9438 -0.365 -0.246 1.024
H 2.3630 -0.0797 1.3427 -1.464 1.116 -1.439
H 2.3797 -0.9677 -1.2102 -1.050 0.069 0.621
H 0.5844 -2.3781 -1.2575 -1.074 -0.797 -0.253
H -0.9410 -2.2740 1.1379 1.272 0.046 -0.553
H -2.3723 -0.4923 1.3255 1.367 -0.496 -2.226
H -2.8983 0.2680 -0.8516 0.844 1.396 -0.035
H -1.2575 0.3752 -1.6388 -0.681 -0.584 1.988
H -1.3977 1.5185 1.0570 0.001 2.295 -5.488
N 1.8791 1.5192 -0.1374 0.332 -1.555 -1.378
O -1.4211 1.8516 -0.2080 -0.809 -3.802 6.155
```
Positions in Å, forces in eV/Å.

Summary:
Multiplicity: 1
Energy relative to the best compared isomer or geometry (same formula, charge and spin), kcal per mole: 120.1
HOMO level, eV: -8.8

---

- Which formula does entry 3 have?
  C6H12Br6